Record 1
Entry from the OMol25 dataset: C32H44BrHgN3P2 as an isolated structure at a distorted geometry (ωB97M-V/def2-TZVPD).

Last column: Löwdin charge in e.
Geometry (Å):
C (-3.4106, -3.0137, 0.9798)  -0.256
C (-1.4547, -0.3808, -4.6138)  -0.431
H (-9.4066, -3.9986, 1.9390)  0.126
H (-0.3246, -3.5333, 2.3527)  0.110
C (-1.5837, 1.3388, -2.3108)  -0.434
H (-2.5844, -4.5827, 2.2353)  0.137
H (-2.4075, 3.2727, -2.7458)  0.083
C (0.2362, 4.0180, 4.0885)  -0.009
C (2.3542, -3.9107, -1.1214)  -0.386
H (-1.0887, -6.4401, -3.0186)  0.077
H (-0.0230, -7.2777, -1.8741)  0.084
C (0.5357, 3.2672, 1.3444)  -0.018
P (-0.6136, -0.0860, -2.9879)  0.950
C (-0.2826, 2.8335, 3.5981)  -0.199
H (2.7778, -3.0393, -1.6449)  0.091
C (-1.1484, -3.0052, 1.8887)  -0.109
H (1.6906, -3.5398, -0.3242)  0.021
C (-7.2897, -5.9455, -0.6006)  -0.016
H (-1.0713, -1.3602, -4.9461)  0.054
C (-0.7918, -6.5010, -1.9656)  -0.236
H (4.2159, -5.0681, -1.2777)  0.083
H (1.3470, -2.8179, -5.5243)  0.077
C (-0.9280, -1.7425, 1.2944)  -0.675
C (0.9714, 0.7791, -3.4485)  -0.418
Hg (-3.4697, -5.1364, -1.3592)  1.160
C (0.9140, -3.4262, -3.4898)  -0.400
H (-4.1727, -1.0623, 0.4132)  0.135
C (-0.2781, -5.1497, -1.4649)  -0.446
C (-2.0426, -1.0114, 0.8477)  -0.116
C (-8.7769, -4.5359, 1.2192)  -0.098
H (-0.1589, -3.4895, -3.7160)  0.077
H (0.6389, 2.9228, 0.3180)  0.095
C (-6.6974, -4.8093, -0.0192)  -0.230
H (0.4865, 1.8316, -5.3142)  0.070
H (-1.9106, 0.0278, 0.5700)  0.079
H (3.1029, -5.6248, 0.0031)  0.077
H (-1.3456, 1.7973, 5.1689)  0.170
C (-1.7761, 2.5287, -3.2475)  -0.130
C (1.7480, -3.5069, -4.7706)  -0.135
H (-3.4251, 0.5071, -4.9377)  0.074
H (1.6079, 5.1368, 1.1491)  0.107
H (-1.0552, 1.6474, -1.3927)  0.060
H (1.7539, 0.0883, -3.0940)  0.051
N (-1.0745, 1.8530, 4.1851)  0.111
P (1.2875, -4.8187, -2.3407)  1.197
H (1.3433, 5.7945, 3.5127)  0.110
H (1.1027, -2.4816, -2.9540)  0.049
H (-0.9514, -4.3184, -1.7135)  0.029
H (-1.6650, -6.8311, -1.3902)  0.001
C (-8.5515, -6.3712, -0.1548)  -0.102
Br (0.8236, -1.2453, 0.9654)  0.880
H (-6.7495, -6.5388, -1.3355)  0.108
H (-0.8275, 3.0220, -3.4928)  0.072
H (-1.1014, 0.3637, -5.3396)  0.066
C (-1.4171, 0.9485, 3.2237)  -0.156
H (-2.5580, 0.9304, -1.9990)  0.061
H (-2.0123, 0.0694, 3.4544)  0.126
N (-9.2645, -5.6840, 0.7372)  0.084
H (0.0954, 4.2691, 5.1397)  0.116
H (1.7280, -4.5195, -5.1929)  0.075
C (-3.2922, -1.6193, 0.7333)  0.022
H (2.7981, -3.2358, -4.5984)  0.085
C (-2.9846, -0.4301, -4.5741)  -0.152
H (-3.3368, -1.2303, -5.2364)  0.072
C (3.4906, -4.7418, -0.5195)  -0.137
H (4.0259, -4.1166, 0.2077)  0.087
H (-8.9882, -7.3052, -0.5249)  0.124
H (-0.0960, -5.1420, -0.3814)  0.089
H (2.2083, 1.6402, -4.9808)  0.083
H (-3.3748, -0.6328, -3.5690)  0.054
C (-0.1788, 2.4577, 2.2356)  -0.244
C (-5.2855, -4.5214, -0.2313)  -0.112
H (1.0319, 1.6777, -2.8158)  0.075
C (1.0673, 4.4718, 1.8275)  -0.079
H (-7.1675, -3.1027, 1.2794)  0.118
C (1.2343, 1.1387, -4.9086)  -0.152
C (-4.2469, -3.8824, 0.2132)  -0.171
C (-7.5150, -4.0403, 0.8483)  0.011
H (-2.2795, 2.2560, -4.1831)  0.062
C (0.9195, 4.8455, 3.1765)  -0.070
H (1.2777, 0.2524, -5.5537)  0.068
C (-2.4001, -3.5994, 1.7825)  -0.022
N (-0.9237, 1.3157, 2.0488)  0.056

Output
total charge = +2
frontier orbital gap (alpha / beta) = 0.1576 / 0.1071 hartree
HOMO (alpha / beta) = -12.212 / -12.211 eV
E = -4819.38566 hartree
max |F| = 5.3 eV/A

***

Record 2
Entry from the OMol25 dataset: C32H44BrN3OsP2S as an isolated structure at a distorted geometry (ωB97M-V/def2-TZVPD).

Last column: Mulliken spin population.
Geometry (Å):
H (3.7233, -1.7446, -1.2414)  0.015
C (0.0938, 3.0617, -2.6911)  0.007
N (3.3091, 1.5099, -5.0784)  0.200
P (-0.1516, -1.5870, 1.4133)  0.133
H (-5.2389, -3.1320, -3.2268)  0.025
H (-2.9631, -1.4652, 1.6317)  0.017
H (1.6568, -0.0584, 1.2310)  -0.001
C (5.4659, -3.1361, -4.4641)  -0.041
H (-0.3301, 4.7269, 0.1450)  0.001
C (-1.0089, 2.2545, -2.4770)  -0.008
H (-7.5630, -0.3748, -1.2089)  0.025
H (0.5912, 1.0019, 3.3615)  0.006
N (-6.4763, -1.7490, -2.2936)  0.789
C (-0.8081, 0.9783, -1.8751)  0.055
C (-2.9363, -0.1101, -0.5778)  0.254
H (0.6469, -0.6244, -1.4024)  0.017
H (-3.9763, 3.6525, 3.1429)  0.000
C (-0.3075, 1.6277, 3.4918)  0.031
H (3.1956, -0.8121, 2.9784)  0.001
C (-1.1956, -1.7898, 2.9469)  -0.012
H (0.0766, 2.5466, 5.3713)  0.002
H (-2.5188, 3.4919, 0.9627)  0.002
H (3.4976, 1.7983, -6.0232)  -0.009
H (1.2218, 2.4320, 1.2971)  0.000
Os (-1.7144, 0.0406, 0.8093)  1.322
H (0.4976, -3.2748, -0.1059)  0.001
H (0.1425, 2.4928, -0.0823)  0.045
C (4.2011, -1.3904, -3.2988)  0.232
H (2.1399, -1.7146, 0.8817)  0.009
H (-3.2990, -2.0176, 3.3117)  0.006
H (0.1841, -4.2654, 2.8262)  0.000
C (3.8066, 0.3436, -4.6553)  0.046
C (-2.6035, -2.1403, 2.4759)  0.058
H (-0.6752, -2.5523, 3.5378)  0.010
H (-2.6698, -3.1724, 2.1195)  -0.003
C (-4.1695, -0.6299, -1.1779)  -0.009
H (1.1432, 4.7473, 1.1330)  0.002
H (-0.6493, 3.6875, 4.2341)  -0.001
H (-1.0633, -3.6718, 0.6305)  0.000
H (-2.3841, 4.4258, 3.2416)  0.001
H (-5.5612, 0.6838, -0.1240)  0.011
C (-6.5613, -0.7289, -1.4464)  0.007
C (-1.7729, 0.4359, -0.9957)  -0.175
C (0.1291, 4.3355, 1.0687)  0.006
H (2.9011, 2.1578, -4.4217)  -0.015
C (-2.8962, 3.4635, 3.1229)  0.006
H (-2.6373, 2.8448, 3.9886)  0.000
H (4.8062, -4.0214, -1.2183)  0.003
C (1.5878, -1.0911, 1.5998)  0.010
H (-1.0600, 1.0311, 4.0289)  0.007
H (-1.1739, -0.8331, 3.4877)  -0.009
C (4.2107, -2.1637, -2.1228)  0.038
H (2.2487, -2.2557, 3.3146)  -0.001
C (-4.0814, -1.7266, -2.0505)  0.106
Br (2.7793, 3.8037, -2.3781)  0.000
C (4.8173, -3.4182, -2.1292)  0.045
C (4.8300, -1.8937, -4.4692)  0.142
P (-1.0247, 1.8385, 1.8357)  0.023
C (1.3341, 2.6470, -2.1950)  -0.008
C (0.6585, -4.2458, 1.8353)  0.001
H (1.7154, -3.9769, 1.9816)  0.000
H (1.0679, 3.2329, 4.0681)  0.001
C (2.1785, -1.2144, 2.9904)  0.013
H (5.9724, -3.4695, -5.3603)  0.002
C (5.4379, -3.9010, -3.2865)  0.210
H (1.6263, -0.6584, 3.7509)  -0.001
H (-3.1202, -2.1891, -2.2805)  0.007
H (5.9238, -4.8742, -3.2672)  0.003
H (-0.0106, 4.0418, -3.1673)  0.000
N (3.6552, -0.1333, -3.4413)  0.150
C (0.2460, 2.8170, 0.9611)  -0.032
C (-5.2783, -2.2573, -2.5750)  0.007
H (-0.4340, 4.6986, 1.9417)  -0.002
H (2.5598, 0.9708, -1.5508)  0.001
S (4.6909, -0.7199, -5.7722)  -0.019
C (1.5650, 1.3221, -1.7882)  -0.016
C (0.0645, 2.8616, 4.3204)  0.014
H (-2.0348, 2.6185, -2.6490)  -0.001
C (-0.0499, -3.2993, 0.8495)  0.010
C (0.4962, 0.4467, -1.7081)  0.047
C (-5.4404, -0.1287, -0.8420)  0.123
H (0.6266, -5.2769, 1.4590)  0.000
C (-2.5607, 2.7860, 1.8013)  0.040
H (-3.3222, 2.0326, 1.5380)  0.016

Output
2S+1 = 5
total charge = +4
frontier orbital gap (alpha / beta) = 0.2661 / 0.1432 hartree
HOMO (alpha / beta) = -18.342 / -18.335 eV
E = -5153.96379 hartree
max |F| = 5.2 eV/A

***

Q: Look up the E of the first one.
A: -4819.38566 hartree